Entry 1:
Computed, not measured: C37H64NO5PSr as an isolated structure in a non-equilibrium geometry, with ωB97M-V with the def2-TZVPD basis set.

Element x y z (Å)
Sr1 0.6530 1.4643 -0.7137
C1 -0.3308 4.5199 0.6904
O1 -0.0572 3.1129 0.7314
C2 0.6911 2.6933 1.8831
C3 2.1871 2.8109 1.6700
O2 2.5491 1.9673 0.5675
C4 3.9023 2.1446 0.1189
C5 4.1142 1.2281 -1.0642
O3 3.1594 1.4736 -2.0913
C6 3.5413 2.5349 -2.9678
H1 -0.8381 4.8215 1.6069
H2 -0.9822 4.6854 -0.1604
H3 0.5908 5.0932 0.5769
H4 0.4261 1.6499 2.0753
H5 0.4072 3.2810 2.7573
H6 2.7059 2.4928 2.5786
H7 2.4805 3.8422 1.4509
H8 4.5996 1.8987 0.9236
H9 4.0483 3.1915 -0.1617
H10 3.9811 0.1900 -0.7628
H11 5.1350 1.3473 -1.4365
H12 4.5245 2.3278 -3.3937
H13 3.5666 3.4970 -2.4497
H14 2.7982 2.5782 -3.7562
C7 -0.4180 1.9886 5.5645
C8 0.5697 0.8894 5.1846
C9 0.6840 -0.1294 6.3258
C10 0.2263 0.1655 3.8972
C11 -1.0376 0.1989 3.3266
C12 -1.3599 -0.5498 2.1952
C13 -2.7913 -0.5170 1.6996
C14 -3.7503 -1.1103 2.7353
C15 -3.2130 0.9063 1.3228
C16 -0.3876 -1.3827 1.6126
C17 0.9091 -1.4035 2.1625
C18 1.1946 -0.6101 3.2690
C19 1.9522 -2.3930 1.6833
C20 3.3449 -1.7690 1.5758
C21 2.0064 -3.6192 2.6030
C22 -0.8384 -2.5363 0.7462
C23 -1.2036 -3.6464 1.5217
C24 -1.6595 -4.8280 0.9691
C25 -1.7577 -4.9313 -0.4098
C26 -1.4062 -3.8463 -1.1891
C27 -0.9545 -2.6332 -0.6494
P1 -0.6000 -1.2698 -1.8325
C28 0.7963 -1.9058 -2.9272
C29 0.6597 -3.3096 -3.5191
C30 1.0170 -0.8866 -4.0529
C31 2.0385 -1.9136 -2.0287
C32 -2.1863 -1.0505 -2.8558
C33 -2.1449 0.3807 -3.4129
C34 -2.4311 -2.0027 -4.0305
C35 -3.3736 -1.1230 -1.8939
H15 -0.0379 2.5499 6.4174
H16 -1.3809 1.5670 5.8579
H17 -0.5933 2.6944 4.7488
H18 1.5584 1.3456 5.0498
H19 -0.2753 -0.6269 6.4795
H20 0.9634 0.3659 7.2559
H21 1.4302 -0.8939 6.1097
H22 -1.8133 0.7973 3.7878
H23 -2.8509 -1.1389 0.8071
H24 -3.7290 -0.5387 3.6646
H25 -3.4897 -2.1433 2.9667
H26 -4.7727 -1.0957 2.3556
H27 -3.2576 1.5503 2.2030
H28 -4.2057 0.9025 0.8702
H29 -2.5161 1.3616 0.6104
H30 2.1862 -0.6567 3.7082
H31 1.6470 -2.7322 0.6941
H32 3.8158 -1.6757 2.5560
H33 3.2967 -0.7722 1.1353
H34 3.9956 -2.3969 0.9650
H35 2.1427 -3.3088 3.6407
H36 2.8454 -4.2597 2.3282
H37 1.0951 -4.2128 2.5402
H38 -1.1237 -3.5596 2.5987
H39 -1.9280 -5.6586 1.6081
H40 -2.1064 -5.8437 -0.8745
H41 -1.4848 -3.9488 -2.2584
H42 -0.2250 -3.4322 -4.1385
H43 0.6544 -4.0734 -2.7423
H44 1.5295 -3.4985 -4.1540
H45 0.2349 -0.9392 -4.8093
H46 1.9648 -1.1070 -4.5497
H47 1.0758 0.1401 -3.6769
H48 1.9415 -2.6526 -1.2348
H49 2.2331 -0.9335 -1.5832
H50 2.9155 -2.1780 -2.6245
H51 -1.2887 0.5516 -4.0654
H52 -2.1264 1.1057 -2.5978
H53 -3.0555 0.5541 -3.9951
H54 -1.6443 -1.9524 -4.7809
H55 -3.3617 -1.7010 -4.5188
H56 -2.5663 -3.0364 -3.7266
H57 -3.2667 -0.4050 -1.0803
H58 -3.5001 -2.1184 -1.4706
H59 -4.2869 -0.8722 -2.4395
N1 -2.4104 4.2979 -4.1609
C36 -0.9615 3.9574 -4.2581
C37 -0.6240 3.3071 -2.9139
O4 0.5005 2.7992 -2.7566
O5 -1.5613 3.3281 -2.0822
H60 -2.6137 5.2837 -4.3157
H61 -2.5790 4.0234 -3.1547
H62 -2.9969 3.7440 -4.7825
H63 -0.3664 4.8563 -4.4018
H64 -0.7643 3.2713 -5.0774

Results
**Gap between HOMO and LUMO**: 8.585 eV
**Charge**: +2
**2S+1**: 1
**Molecular weight**: 721.5 g/mol
**E_HOMO**: -13.2 eV


Entry 2:
Computed, not measured: C37H66BaN6O4Si as an isolated structure in a non-equilibrium geometry, with ωB97M-V with the def2-TZVPD basis set.

Element x y z (Å)
Ba1 -0.7410 -0.0444 -1.7967
C1 3.5127 -0.1115 4.5080
C2 4.3712 -0.4891 3.3032
C3 4.9521 -1.8920 3.5393
C4 5.5208 0.5243 3.1969
C5 3.5625 -0.4755 2.0056
C6 2.2496 -0.1694 1.9428
C7 1.5342 -0.2327 0.6946
N1 0.2107 -0.0016 0.5457
C8 -0.5931 0.6542 1.3775
C9 -0.1594 1.5988 2.3866
C10 -1.0367 2.1382 3.2478
C11 -2.4198 1.6832 3.1836
C12 -2.9401 0.8671 2.2425
C13 -2.0445 0.4125 1.1676
O1 -2.4697 -0.1693 0.1521
C14 -4.4143 0.4717 2.2042
C15 -4.5563 -1.0533 2.0734
C16 -5.0965 1.1635 1.0121
C17 -5.1489 0.9021 3.4712
C18 -0.6663 3.1758 4.3021
C19 0.7699 3.6647 4.1326
C20 -0.8055 2.5415 5.6952
C21 -1.6069 4.3850 4.1920
C22 2.2062 -0.6771 -0.5236
O2 1.5526 -0.7871 -1.6042
C23 3.6338 -0.9440 -0.4451
C24 4.2251 -0.8356 0.7744
C25 4.3943 -1.3630 -1.7049
C26 4.2458 -0.2904 -2.7969
C27 5.8863 -1.5453 -1.4276
C28 3.8453 -2.7021 -2.2226
H1 4.1263 -0.1313 5.4129
H2 3.0961 0.8969 4.4113
H3 2.6841 -0.8119 4.6518
H4 5.5081 -1.9223 4.4821
H5 4.1524 -2.6366 3.5889
H6 5.6390 -2.1891 2.7418
H7 6.1476 0.4797 4.0932
H8 6.1625 0.3283 2.3339
H9 5.1331 1.5427 3.1001
H10 1.6901 0.0467 2.8418
H11 0.8754 1.9114 2.3687
H12 -3.0880 2.0517 3.9538
H13 -4.0788 -1.4303 1.1708
H14 -4.1093 -1.5575 2.9350
H15 -5.6187 -1.3142 2.0494
H16 -4.5698 0.9365 0.0852
H17 -6.1382 0.8314 0.9316
H18 -5.0948 2.2503 1.1395
H19 -4.6817 0.4932 4.3718
H20 -5.2015 1.9906 3.5731
H21 -6.1752 0.5297 3.4254
H22 1.4956 2.8583 4.2780
H23 0.9403 4.0976 3.1432
H24 0.9820 4.4340 4.8789
H25 -0.1477 1.6728 5.7888
H26 -0.5385 3.2616 6.4755
H27 -1.8295 2.2086 5.8906
H28 -1.5736 4.8138 3.1867
H29 -2.6451 4.1250 4.4125
H30 -1.3050 5.1587 4.9038
H31 5.2845 -1.0544 0.8411
H32 4.6364 0.6722 -2.4509
H33 4.8247 -0.5890 -3.6766
H34 3.2073 -0.1508 -3.0927
H35 6.3454 -0.6422 -1.0128
H36 6.0807 -2.3767 -0.7419
H37 6.3931 -1.7681 -2.3696
H38 2.7876 -2.6252 -2.4744
H39 4.3936 -3.0047 -3.1211
H40 3.9713 -3.4877 -1.4718
C29 -4.2941 -4.9607 -3.0340
N2 -3.2909 -4.3336 -2.1825
C30 -2.4111 -5.2254 -1.4549
C31 -2.9232 -3.0196 -2.2931
N3 -1.8058 -2.4955 -1.9552
N4 -3.9687 -2.1897 -2.7384
C32 -3.8001 -0.8800 -3.2274
N5 -4.6847 0.0099 -2.6577
N6 -2.9651 -0.6182 -4.1551
H41 -5.1656 -5.2887 -2.4630
H42 -3.8654 -5.8374 -3.5234
H43 -4.6182 -4.2724 -3.8079
H44 -2.9837 -6.0871 -1.1148
H45 -2.0033 -4.7289 -0.5752
H46 -1.5811 -5.5885 -2.0736
H47 -1.1157 -3.2016 -1.7165
H48 -4.8613 -2.3815 -2.3146
H49 -4.8848 -0.1560 -1.6820
H50 -4.4881 0.9821 -2.8479
H51 -2.9670 0.3788 -4.3673
C33 1.2010 3.0319 -1.1614
Si1 -0.0019 3.1211 -2.6055
C34 0.9999 2.6930 -4.1250
C35 -0.5333 4.8990 -2.7566
O3 -1.2348 2.0872 -2.4007
H52 1.9887 3.7845 -1.2894
H53 1.7014 2.0561 -1.0806
H54 0.6945 3.2274 -0.2063
H55 1.8417 3.3852 -4.2626
H56 0.3735 2.7312 -5.0256
H57 1.4088 1.6743 -4.0591
H58 0.3324 5.5729 -2.7905
H59 -1.1591 5.1887 -1.9028
H60 -1.1205 5.0555 -3.6707
C36 0.0429 -2.4065 -6.2238
C37 0.3654 -2.1726 -4.7660
O4 -0.1527 -0.9280 -4.2957
H61 0.4107 -3.3849 -6.5474
H62 0.5016 -1.6376 -6.8492
H63 -1.0386 -2.3825 -6.3881
H64 1.4432 -2.1269 -4.6056
H65 -0.0199 -2.9922 -4.1492
H66 -1.1030 -0.8819 -4.5326

Results
**Gap between HOMO and LUMO**: 5.631 eV
**Energy above the lowest of the compared OMol25 structures with the same formula, charge and spin**: 102.3 kJ/mol
**Charge**: 0
**2S+1**: 1
**Molecular weight**: 824.4 g/mol
**E_HOMO**: -6.8 eV


Entry 3:
Computed, not measured: C37H66CaGeN5O4PSSi3 as an isolated structure in a non-equilibrium geometry, with ωB97M-V with the def2-TZVPD basis set.

Element x y z (Å)
Ca1 0.7856 -0.1744 0.0478
C1 2.8238 -0.3398 -2.0991
C2 2.3385 1.0769 -1.7687
C3 2.9364 1.6435 -0.5027
C4 4.0083 2.5345 -0.5841
C5 4.4544 3.1653 0.5734
C6 3.8045 2.9142 1.7731
C7 2.7585 2.0074 1.7677
N1 2.3469 1.3241 0.6763
N2 1.8262 -1.3473 -1.7107
C8 2.4309 -2.6003 -1.2772
C9 3.1192 -2.4537 0.0601
C10 3.9307 -3.4958 0.5202
C11 4.5247 -3.3849 1.7702
C12 4.2712 -2.2547 2.5297
C13 3.4472 -1.2744 1.9939
N3 2.8818 -1.3151 0.7652
C14 0.8137 -1.5470 -2.7536
C15 -0.4817 -2.0708 -2.1818
C16 -1.4031 -2.7462 -2.9764
C17 -2.5868 -3.1914 -2.3933
C18 -2.8180 -2.9422 -1.0449
C19 -1.8527 -2.2517 -0.3329
N4 -0.6992 -1.8109 -0.8728
H1 3.8009 -0.5084 -1.6290
H2 3.0144 -0.4179 -3.1784
H3 1.2449 1.1268 -1.6894
H4 2.5927 1.7381 -2.6077
H5 4.4740 2.7573 -1.5380
H6 5.2820 3.8665 0.5319
H7 4.1021 3.4103 2.6889
H8 2.2086 1.7834 2.6769
H9 3.1449 -2.9632 -2.0281
H10 1.6722 -3.3816 -1.1456
H11 4.0889 -4.3819 -0.0846
H12 5.1602 -4.1770 2.1526
H13 4.6929 -2.1361 3.5207
H14 3.2066 -0.4011 2.5838
H15 1.1906 -2.2199 -3.5344
H16 0.5635 -0.5957 -3.2403
H17 -1.2068 -2.9271 -4.0274
H18 -3.3233 -3.7260 -2.9854
H19 -3.7287 -3.2739 -0.5602
H20 -1.9804 -2.0246 0.7214
S1 -1.0447 -0.5218 -4.8180
C20 -0.4861 -0.4158 -3.3329
N5 -0.0458 -0.3322 -2.1625
C21 -1.2922 4.4085 -1.0137
C22 -2.2381 3.2768 -1.4251
C23 -2.6775 2.4637 -0.2040
C24 -3.4839 3.8890 -2.0806
O1 -1.6217 2.4998 -2.4436
P1 -0.6381 1.2612 -2.0944
O2 -1.4965 0.0765 -1.7271
O3 0.4569 1.7333 -1.1729
O4 -0.0260 0.9733 -3.5668
C25 0.6944 1.9089 -4.3549
C26 1.5074 1.0523 -5.3385
C27 1.6653 2.7902 -3.5675
C28 -0.2814 2.7731 -5.1607
H21 -1.7819 5.1147 -0.3346
H22 -0.9385 4.9601 -1.8923
H23 -0.4015 4.0242 -0.5082
H24 -3.2238 3.0863 0.5131
H25 -1.8212 2.0309 0.3231
H26 -3.3279 1.6330 -0.4985
H27 -4.0282 4.5428 -1.3909
H28 -4.1670 3.1031 -2.4240
H29 -3.2128 4.4719 -2.9687
H30 2.1939 0.3889 -4.7994
H31 2.0936 1.6676 -6.0293
H32 0.8495 0.4030 -5.9282
H33 2.3380 2.1837 -2.9517
H34 1.1330 3.4745 -2.8995
H35 2.2788 3.4038 -4.2367
H36 -1.0465 2.1548 -5.6434
H37 0.2383 3.3507 -5.9331
H38 -0.8085 3.4885 -4.5230
C29 1.5160 -0.7946 4.6149
Si1 -0.0834 0.0663 4.1919
C30 0.3009 1.8708 3.9029
C31 -1.2588 -0.0945 5.6319
Ge1 -1.0153 -0.8631 2.2765
Si2 -3.0844 0.0639 1.7664
C32 -2.9871 1.9259 1.8169
C33 -4.3734 -0.5116 2.9859
C34 -3.5982 -0.4324 0.0410
Si3 -1.0913 -3.1839 2.3734
C35 -1.9516 -3.8650 0.8647
C36 -2.0082 -3.7415 3.8994
C37 0.6418 -3.8772 2.4024
H39 1.9685 -0.3095 5.5040
H40 2.2160 -0.7215 3.7572
H41 1.3136 -1.8567 4.8505
H42 0.7672 2.2958 4.8152
H43 -0.6270 2.4287 3.6798
H44 1.0038 1.9666 3.0503
H45 -0.7940 0.3481 6.5361
H46 -1.4790 -1.1640 5.8167
H47 -2.1997 0.4451 5.4019
H48 -2.7423 2.2563 2.8438
H49 -3.9704 2.3511 1.5275
H50 -2.2096 2.2770 1.1077
H51 -4.0812 -0.2063 4.0102
H52 -4.4621 -1.6149 2.9369
H53 -5.3507 -0.0529 2.7303
H54 -2.8348 -0.0869 -0.6854
H55 -4.5747 0.0362 -0.1987
H56 -3.7003 -1.5313 -0.0264
H57 -3.0023 -3.5188 0.8514
H58 -1.9395 -4.9736 0.9065
H59 -1.4258 -3.5231 -0.0504
H60 -3.0426 -3.3445 3.8795
H61 -1.4840 -3.3699 4.8020
H62 -2.0403 -4.8499 3.9234
H63 1.1856 -3.5502 1.4930
H64 0.5914 -4.9854 2.4236
H65 1.1804 -3.5244 3.3011
H66 1.5064 -0.1168 2.0254

Results
**Gap between HOMO and LUMO (alpha / beta)**: 3.932 / 3.936 eV
**Charge**: -1
**2S+1**: 2
**Molecular weight**: 905.0 g/mol
**E_HOMO (alpha / beta)**: -1.6 / -1.6 eV